Molecular formula: C31H88N8O13
Method: DFT, ωB97M-V/def2-TZVPD

Bonds (Å) are listed after each position.
Cartesian coordinates (Å):
1 O 0.373 -1.013 2.566  C49 1.427, H127 0.981
2 O 0.188 1.128 -1.841  C33 1.229
3 O -2.221 3.196 0.855  C41 1.421, H57 1.019
4 O -2.424 -0.535 1.129  C45 1.449, H69 0.939
5 O -2.510 -0.203 -2.002  C48 1.479, H65 1.000
6 O 4.645 -3.083 -0.662  C39 1.450, H134 0.954
7 O -1.616 -4.280 -3.460  C51 1.413, H55 0.988
8 O -0.232 -3.417 1.328  C38 1.246
9 O -0.164 4.802 2.030  C40 1.212
10 O 5.387 -1.104 1.273  C37 1.439, H121 0.967
11 O 3.244 4.560 -1.476  C46 1.448, H74 0.931
12 O -0.481 5.473 5.002  C35 1.449, H120 1.008
13 O 0.051 -2.098 -3.496  C43 1.237
14 N 0.705 -1.947 -5.644  C43 1.365, H84 0.964, H104 0.999
15 N 0.836 -0.498 -0.464  C33 1.319, H125 1.003, H126 1.010
16 N -0.039 1.451 0.380  C33 1.366, H105 1.000, H128 1.038
17 N -0.522 -4.929 -0.407  C38 1.372, H53 0.974, H71 1.018
18 N 1.502 6.214 2.041  C40 1.399, H108 1.003, H137 1.024
19 N 1.805 3.966 1.252  C40 1.353, H61 1.039, H64 1.019
20 N -1.544 -2.893 -0.466  C38 1.362, H63 1.016, H101 1.026
21 N 0.557 -0.017 -4.249  C43 1.385, H58 0.980, H130 1.045
22 C 0.985 3.442 5.114  C35 1.558, H75 1.084, H118 1.119, H123 1.080
23 C -4.049 0.345 2.759  C45 1.577, H62 1.096, H85 1.096, H139 1.104
24 C -0.373 -0.986 4.817  C49 1.535, H56 1.102, H59 1.083, H60 1.094
25 C 0.932 4.637 -2.300  C46 1.557, H109 1.127, H114 1.050, H124 1.096
26 C 0.435 -5.280 -4.276  C51 1.599, H78 1.070, H89 1.058, H90 1.083
27 C 2.800 3.446 -3.553  C46 1.495, H106 1.103, H110 1.081, H132 1.119
28 C 2.911 -4.619 -0.969  C39 1.480, H67 1.070, H73 1.083, H113 1.101
29 C 1.587 -2.484 4.265  C49 1.530, H76 1.090, H102 1.118, H119 1.091
30 C -1.899 -6.342 -4.746  C51 1.542, H79 1.076, H80 1.083, H103 1.082
31 C 4.024 0.737 2.114  C37 1.515, H92 1.075, H100 1.099, H133 1.100
32 C -4.086 4.712 0.357  C41 1.558, H95 1.097, H122 1.091, H131 1.098
33 C 0.332 0.698 -0.698  O2 1.229, N15 1.319, N16 1.366
34 C 4.918 0.701 -0.318  C37 1.533, H54 1.079, H77 1.079, H96 1.100
35 C -0.271 4.193 5.648  O12 1.449, C22 1.558, C52 1.518, H97 1.081
36 C -4.820 -0.539 -2.625  C48 1.552, H72 1.052, H87 1.069, H140 1.060
37 C 4.440 -0.083 0.910  O10 1.439, C31 1.515, C34 1.533, H107 1.099
38 C -0.742 -3.738 0.237  O8 1.246, N17 1.372, N20 1.362
39 C 3.578 -3.768 0.041  O6 1.450, C28 1.480, C42 1.478, H70 1.093
40 C 1.020 4.924 1.798  O9 1.212, N18 1.399, N19 1.353
41 C -3.046 3.689 -0.191  O3 1.421, C32 1.558, C50 1.510, H117 1.091
42 C 4.079 -4.553 1.190  C39 1.478, H66 1.103, H86 1.046, H138 1.108
43 C 0.451 -1.386 -4.425  O13 1.237, N14 1.365, N21 1.385
44 C -4.010 -2.209 1.907  C45 1.574, H83 1.065, H98 1.087, H116 1.057
45 C -3.213 -0.906 2.286  O4 1.449, C23 1.577, C44 1.574, H82 1.095
46 C 2.248 3.809 -2.212  O11 1.448, C25 1.557, C27 1.495, H135 1.123
47 C -3.167 0.441 -4.202  C48 1.528, H68 1.116, H81 1.060, H129 1.129
48 C -3.357 -0.636 -3.134  O5 1.479, C36 1.552, C47 1.528, H115 1.115
49 C 0.841 -1.198 3.902  O1 1.427, C24 1.535, C29 1.530, H99 1.094
50 C -3.785 2.509 -0.776  C41 1.510, H88 1.087, H91 1.124, H111 1.109
51 C -1.120 -5.026 -4.553  O7 1.413, C26 1.599, C30 1.542, H94 1.080
52 C -1.528 3.343 5.680  C35 1.518, H93 1.045, H112 1.126, H136 1.144
53 H 0.303 -5.384 -0.159  N17 0.974
54 H 5.198 -0.104 -0.979  C34 1.079
55 H -1.098 -3.443 -3.367  O7 0.988
56 H -0.012 -0.887 5.853  C24 1.102
57 H -1.524 3.869 1.172  O3 1.019
58 H 0.952 0.530 -4.959  N21 0.980
59 H -0.845 -0.089 4.436  C24 1.083
60 H -0.986 -1.875 4.638  C24 1.094
61 H 2.648 4.154 0.674  N19 1.039
62 H -4.348 0.223 3.805  C23 1.096
63 H -2.177 -3.226 -1.188  N20 1.016
64 H 1.352 3.056 1.194  N19 1.019
65 H -1.588 -0.215 -2.389  O5 1.000
66 H 4.608 -5.476 0.899  C42 1.103
67 H 2.224 -4.066 -1.575  C28 1.070
68 H -3.306 1.431 -3.707  C47 1.116
69 H -2.962 0.023 0.598  O4 0.939
70 H 2.916 -2.984 0.418  C39 1.093
71 H -0.653 -4.865 -1.414  N17 1.018
72 H -4.990 -1.120 -1.764  C36 1.052
73 H 2.422 -5.460 -0.496  C28 1.083
74 H 3.595 5.183 -2.073  O11 0.931
75 H 0.900 3.172 4.067  C22 1.084
76 H 0.998 -3.354 3.979  C29 1.090
77 H 4.157 1.268 -0.830  C34 1.079
78 H 0.485 -6.018 -3.504  C26 1.070
79 H -2.869 -6.083 -5.132  C30 1.076
80 H -1.970 -7.023 -3.906  C30 1.083
81 H -2.173 0.403 -4.566  C47 1.060
82 H -2.517 -1.123 3.104  C45 1.095
83 H -3.272 -2.977 1.901  C44 1.065
84 H 0.517 -2.875 -5.822  N14 0.964
85 H -3.414 1.230 2.627  C23 1.096
86 H 4.713 -3.994 1.807  C42 1.046
87 H -5.464 -0.807 -3.434  C36 1.069
88 H -4.270 2.042 0.077  C50 1.087
89 H 0.791 -4.333 -3.966  C26 1.058
90 H 1.015 -5.600 -5.134  C26 1.083
91 H -4.593 2.854 -1.476  C50 1.124
92 H 3.583 0.066 2.828  C31 1.075
93 H -1.698 2.919 4.740  C52 1.045
94 H -1.230 -4.570 -5.526  C51 1.080
95 H -4.679 4.260 1.161  C32 1.097
96 H 5.810 1.313 -0.118  C34 1.100
97 H -0.006 4.496 6.651  C35 1.081
98 H -4.741 -2.450 2.674  C44 1.087
99 H 1.504 -0.338 4.037  C49 1.094
100 H 3.270 1.491 1.849  C31 1.099
101 H -1.933 -2.100 0.057  N20 1.026
102 H 2.511 -2.536 3.638  C29 1.118
103 H -1.417 -6.967 -5.487  C30 1.082
104 H 1.243 -1.452 -6.325  N14 0.999
105 H -0.395 0.942 1.164  N16 1.000
106 H 2.140 2.705 -4.036  C27 1.103
107 H 3.546 -0.599 0.534  C37 1.099
108 H 2.500 6.253 2.138  N18 1.003
109 H 1.269 5.663 -2.620  C25 1.127
110 H 2.963 4.289 -4.209  C27 1.081
111 H -3.107 1.726 -1.171  C50 1.109
112 H -1.333 2.519 6.421  C52 1.126
113 H 3.719 -5.113 -1.532  C28 1.101
114 H 0.491 4.748 -1.354  C25 1.050
115 H -3.107 -1.672 -3.462  C48 1.115
116 H -4.400 -2.177 0.925  C44 1.057
117 H -2.410 4.138 -0.956  C41 1.091
118 H 1.053 2.482 5.684  C22 1.119
119 H 1.770 -2.450 5.340  C29 1.091
120 H -0.597 5.270 4.022  O12 1.008
121 H 6.115 -0.654 1.722  O10 0.967
122 H -4.751 5.123 -0.403  C32 1.091
123 H 1.902 3.979 5.307  C22 1.080
124 H 0.214 4.150 -2.969  C25 1.096
125 H 0.909 -1.133 -1.237  N15 1.003
126 H 0.832 -0.849 0.483  N15 1.010
127 H -0.096 -1.837 2.313  O1 0.981
128 H -0.783 2.142 0.163  N16 1.038
129 H -3.875 0.358 -5.079  C47 1.129
130 H 0.495 0.321 -3.262  N21 1.045
131 H -3.489 5.482 0.864  C32 1.098
132 H 3.771 2.908 -3.409  C27 1.119
133 H 4.841 1.361 2.507  C31 1.100
134 H 5.300 -2.779 -0.039  O6 0.954
135 H 2.091 2.906 -1.562  C46 1.123
136 H -2.372 3.942 6.169  C52 1.144
137 H 0.853 6.838 2.528  N18 1.024
138 H 3.285 -4.743 1.938  C42 1.108
139 H -4.952 0.458 2.135  C23 1.104
140 H -5.028 0.471 -2.381  C36 1.060

Values from the calculation:
**HOMO level**: -9.621 eV
**DFT total energy**: -72117.3756 eV
**Relative energy (zero: lowest compared OMol25 entry of this formula, charge and spin)**: 0.0 kJ/mol
**Gap between HOMO and LUMO**: 10.04 eV
**M**: 781.1 g/mol